No. 1
18
Properties=species:S:1:pos:R:3 method="wB97M-V/def2-TZVPD" lumo_energy_ev=0.81 de_lowest_kj_mol=469.3 homo_lumo_gap_ev=9.9
C 1.6290 0.0772 -1.8401
C -0.6004 0.4016 -1.1363
C -0.6424 0.7632 1.2765
C -1.4965 -0.3088 1.8353
H 2.0078 0.9119 -1.0492
H 2.0003 -0.9047 -1.7111
H 2.1503 0.3785 -2.6268
H -1.8184 0.3422 -1.0070
H 1.9935 -0.9427 -0.0251
H 0.5357 -1.6035 -0.2788
H -1.2512 1.6289 0.9341
H 0.1011 1.0958 2.0695
H -1.0565 -1.2227 2.1252
H -2.0146 0.3995 2.5985
N 0.0651 0.1756 -2.1909
N 0.2064 0.4216 0.0890
N 0.9398 -0.9520 0.2367
Cl -2.7490 -0.6616 0.7008

***

No. 2
19
Properties=species:S:1:pos:R:3 method="wB97M-V/def2-TZVPD" total_charge=+1 lumo_energy_ev=-5.20 homo_lumo_gap_ev=6.8
N -0.9216 2.8132 1.4251
P 0.4531 2.3572 1.8212
N 0.8958 0.5442 1.4349
Cl 1.3300 -0.4304 2.8153
H -1.6707 2.3250 0.9634
H 0.7868 2.2908 3.1761
H 1.5629 2.9332 1.1899
H 1.6506 0.4478 0.7501
H 0.0639 0.1072 1.0099
N 0.1412 -1.6649 -0.5166
C -1.1784 -1.9385 -0.7892
C -1.4753 -1.3663 -1.9941
C -0.2975 -0.7274 -2.4735
C 0.6885 -0.9317 -1.5490
H 0.6448 -2.0065 0.2833
H -1.7831 -2.5127 -0.1085
H -2.4308 -1.4057 -2.4883
H -0.1870 -0.1943 -3.4024
H 1.7270 -0.6400 -1.5475

***

No. 3
17
Properties=species:S:1:pos:R:3 method="wB97M-V/def2-TZVPD" lumo_energy_ev="0.71 / -1.70" homo_lumo_gap_ev="7.5 / 7.1" spin_multiplicity=3
C -2.0600 1.6700 -0.1478
C -1.7388 -0.8063 -0.4638
C 2.6426 -1.3414 0.4832
C 1.5390 0.5362 -0.3163
N -1.4735 0.4335 0.4032
O 1.6881 -0.6531 -0.2963
Cl 2.8038 1.4812 0.4958
H -3.0703 1.5684 -0.0356
H -1.6189 2.4755 0.5104
H -1.5705 2.1257 -1.0244
H -2.8211 -1.2578 -0.1647
H -1.6154 -0.5956 -1.5029
H -1.1428 -1.6382 -0.2669
H 2.7942 -2.4265 0.1500
H 2.5072 -1.3796 1.6654
H 3.6199 -0.8309 0.1893
H -0.4835 0.6390 0.3214